C24H48B3N3O10 | ωB97M-V/def2-TZVPD

Structure (XYZ):
```
88
Properties=species:S:1:pos:R:3:forces:R:3:mulliken_charge:R:1
C -2.6583 9.7188 2.0540 -1.507 0.399 -0.525 -0.8929
C -2.6840 9.9156 0.4887 0.887 0.333 1.426 0.6246
O -1.8185 10.5920 0.0055 -0.633 -0.530 -0.506 -0.4944
O -3.7203 9.3443 -0.2408 1.052 -0.186 0.569 -0.3618
C -3.3044 8.1730 -0.9626 -0.093 -1.367 -0.903 -0.5698
C -3.3267 6.8383 -0.1122 0.220 -0.295 -0.312 -0.1786
C -4.5775 5.8973 -0.3998 -0.011 -0.009 0.964 -0.7274
B -4.1517 4.3454 -0.5425 0.090 1.415 -0.012 0.5476
O -3.2529 4.0574 -1.6241 -1.520 -1.838 0.710 -0.4580
B -3.4899 2.7846 -2.1660 -0.419 0.208 0.436 0.6456
O -4.4981 1.9443 -1.6116 1.770 0.539 1.124 -0.3010
B -4.5028 2.0594 -0.2063 -0.924 0.552 0.618 0.5066
O -4.4389 0.9802 0.6927 -0.337 -0.057 -1.815 -0.4223
C -4.7253 -0.2497 0.0850 0.961 -1.980 -0.340 0.4218
O -5.7299 -0.4873 -0.5207 0.072 0.952 0.498 -0.5324
C -3.6508 -1.3590 0.1725 1.657 -1.188 0.402 0.3942
C -3.7411 -2.5013 -0.7394 2.282 -0.214 1.827 -0.4872
C -2.6916 -3.5478 -0.6412 -0.366 1.261 0.649 -0.4149
C -1.5773 -3.4993 0.2905 -1.699 1.975 0.057 -0.4948
C -1.5012 -2.3574 1.2035 -1.713 -0.079 -1.385 -0.4272
C -2.5374 -1.3207 1.1345 0.197 -1.193 -0.887 -0.1789
O -4.5951 3.3568 0.3542 1.029 -0.511 -1.868 -0.4633
H -2.6873 10.7508 2.5002 0.218 -0.992 -0.440 0.3110
H -3.6063 9.2103 2.3695 1.045 0.203 -0.091 0.3125
H -1.7399 9.1960 2.4068 -0.753 0.334 -0.497 0.2599
H -4.0347 8.0365 -1.8048 0.611 0.378 0.803 0.3373
H -2.2939 8.2769 -1.4483 -0.884 0.377 0.693 0.3215
H -2.4033 6.2517 -0.3819 -0.708 0.733 0.332 0.2494
H -3.2842 7.0643 0.9868 0.058 -0.146 -1.041 0.2666
H -5.2630 5.9769 0.4824 0.266 0.033 -0.900 0.1589
H -5.1216 6.2649 -1.3124 0.464 -0.490 0.764 0.3070
H -2.8326 2.3530 -3.0565 -0.141 0.246 -0.073 -0.1634
H -4.5552 -2.5891 -1.4868 0.724 0.143 0.700 0.3946
H -2.7550 -4.4290 -1.3171 -0.021 0.881 0.501 0.3220
H -0.8028 -4.3038 0.3039 -0.858 0.844 -0.003 0.3998
H -0.6697 -2.2908 1.9464 -0.878 0.012 -0.734 0.4345
H -2.4797 -0.4719 1.8512 -0.071 -0.700 -0.693 0.3385
C 3.4599 -2.7458 6.3575 0.166 0.100 0.153 -1.4858
C 3.5703 -3.2810 4.9327 -0.352 0.010 0.210 0.3752
C 2.6402 -2.5717 3.9319 0.190 -0.145 -0.286 -0.2866
O 1.2741 -2.9552 4.0208 0.149 0.311 0.014 -0.3134
C 0.5480 -2.3148 5.0563 -0.214 -0.292 -0.078 -0.7866
N 3.3443 -4.7310 4.9498 -0.076 0.061 -0.261 -0.7349
H 2.5655 -3.1028 6.8700 0.001 -0.006 -0.100 0.3010
H 4.3160 -3.0721 6.9516 -0.057 -0.038 -0.065 0.3651
H 3.4461 -1.6529 6.3672 -0.020 -0.038 -0.003 0.3393
H 4.5985 -3.1010 4.6013 -0.068 -0.012 -0.115 0.3955
H 2.9560 -2.8519 2.9219 -0.101 -0.027 0.017 -0.1151
H 2.7385 -1.4803 3.9937 -0.043 0.005 0.151 0.4759
H 0.8816 -1.2859 5.2179 0.078 -0.036 0.028 0.3652
H 0.6223 -2.8887 5.9820 0.011 0.185 0.128 0.2559
H -0.5048 -2.2969 4.7668 0.068 -0.004 -0.071 0.2707
H 3.5187 -5.1000 4.0178 0.116 -0.038 0.097 0.2755
H 2.3448 -4.8797 5.0832 0.109 -0.011 0.108 0.3598
C -0.8631 -0.7530 -5.2028 -0.098 0.050 -0.204 -1.6184
C -0.9874 -0.1829 -3.7927 0.286 -0.259 -0.091 0.6907
C 0.2405 0.6283 -3.3411 -0.178 0.106 0.168 -0.5405
O 1.3629 -0.1591 -2.9716 -0.014 0.259 -0.129 -0.3296
C 2.1515 -0.6254 -4.0505 -0.022 -0.189 0.205 -0.8267
N -1.2829 -1.2766 -2.8624 0.134 0.214 0.125 -0.4770
H -0.2150 -1.6299 -5.2436 0.013 0.057 0.080 0.3299
H -1.8420 -1.0659 -5.5717 0.045 -0.001 0.088 0.3904
H -0.4702 -0.0050 -5.8967 0.004 -0.033 0.022 0.3663
H -1.8421 0.5013 -3.7983 0.084 0.002 0.095 -0.0151
H -0.0355 1.1812 -2.4377 0.053 -0.088 0.038 0.1873
H 0.5246 1.3806 -4.0885 0.039 -0.107 -0.112 0.4775
H 2.1961 0.0935 -4.8733 -0.078 -0.018 -0.011 0.3237
H 1.7729 -1.5871 -4.4031 0.070 0.046 -0.257 0.3857
H 3.1654 -0.7883 -3.6790 -0.029 0.144 0.002 0.2729
H -1.4652 -0.8855 -1.9398 -0.166 -0.093 -0.026 0.1419
H -0.4190 -1.8016 -2.7310 -0.129 -0.060 -0.068 0.2915
C 5.5883 -4.6904 -2.0587 0.219 -0.059 -0.095 -1.5332
C 4.8275 -3.3686 -2.0048 -0.137 -0.338 0.191 0.3953
C 4.6380 -2.8221 -0.5771 -0.076 0.284 -0.125 -0.7121
O 3.6349 -3.4852 0.1813 0.335 0.049 0.067 -0.2578
C 4.0481 -4.7054 0.7703 -0.326 -0.006 -0.031 -0.7277
N 3.5446 -3.5284 -2.6985 -0.067 0.204 0.192 -0.6589
H 4.9696 -5.5409 -1.7687 -0.034 0.092 0.026 0.2785
H 5.9368 -4.8850 -3.0750 -0.080 0.036 0.042 0.3748
H 6.4648 -4.6669 -1.4059 -0.040 -0.010 -0.009 0.3549
H 5.4231 -2.6332 -2.5562 -0.074 0.077 0.084 0.4588
H 4.3036 -1.7833 -0.6563 -0.107 -0.070 0.019 0.2799
H 5.5866 -2.7999 -0.0250 0.025 -0.164 -0.013 0.4561
H 5.0965 -4.6787 1.0817 0.025 -0.004 -0.083 0.3417
H 3.8772 -5.5358 0.0823 0.187 -0.112 0.071 0.3054
H 3.4282 -4.8788 1.6530 -0.011 0.090 -0.049 0.1346
H 3.0867 -2.6215 -2.7484 0.042 -0.106 -0.061 0.0793
H 2.9368 -4.0703 -2.0855 0.076 -0.057 -0.124 0.3379
```
Positions in Å, forces in eV/Å.

Properties
E_tot in Eh: -1934.71110
Multiplicity: 1
SMILES: CC(=O)OCCCB1OBOB(OC(=O)c2ccccc2)O1.COC[C@@H](C)N.COC[C@@H](C)N.COC[C@@H](C)N
F_max in Eh/bohr: 0.057
Gap between HOMO and LUMO in eV: 9.16
Molecular weight in g mol⁻¹: 571.1

---

C24H48Br12O3 | ωB97M-V/def2-TZVPD

Structure (XYZ):
```
87
Properties=species:S:1:pos:R:3:forces:R:3:mulliken_charge:R:1
Br -21.7545 -23.5739 -18.1253 0.650 0.323 -0.469 -0.1196
C -20.2226 -22.2969 -18.2301 -1.341 0.031 1.415 -0.1076
C -18.9099 -22.9898 -18.1149 1.290 0.455 -0.546 -0.5605
Br -17.6117 -21.5848 -17.4463 -0.469 -0.690 -0.319 -0.2002
H -20.4657 -21.7296 -17.3316 0.397 0.106 -0.126 0.2488
H -20.3105 -21.6162 -19.0769 -0.023 -0.472 -0.177 0.0023
H -18.5297 -23.2593 -19.1002 0.025 -0.007 0.081 0.3350
H -18.7776 -23.8560 -17.4665 -0.503 0.403 0.187 0.4672
Br -22.7208 -25.9250 -20.5527 -0.836 -0.511 -0.416 -0.1606
C -24.2122 -26.3786 -21.8753 2.560 0.320 -0.305 -0.2702
C -23.6215 -25.8492 -23.1819 -0.918 -0.344 -0.166 -0.4170
Br -25.0346 -26.2759 -24.5657 0.517 0.695 0.490 -0.1804
H -25.0679 -25.8109 -21.5099 0.009 -0.572 -0.234 0.1064
H -24.2091 -27.4666 -21.9400 -0.734 0.259 0.523 0.4414
H -22.7756 -26.3824 -23.6157 -0.065 -0.127 0.658 0.4398
H -23.3409 -24.8026 -23.0629 -0.582 0.086 -0.657 -0.0286
Br -21.4477 -23.7850 -25.8220 -0.100 1.061 0.472 -0.1669
C -21.6819 -21.7774 -25.7130 0.074 -0.428 0.144 -0.3448
C -20.4281 -21.0457 -25.2038 0.362 -0.730 -0.742 -0.1319
Br -19.1101 -20.7708 -26.6939 -0.699 0.116 0.784 -0.1904
H -22.5222 -21.5106 -25.0720 0.096 -0.572 0.374 0.0800
H -22.0587 -21.6317 -26.7253 0.738 0.660 0.039 0.4940
H -19.8499 -21.6105 -24.4725 -0.287 -0.393 -0.231 0.2490
H -20.6392 -20.1220 -24.6650 -0.204 0.295 -0.729 0.0013
Br -20.2141 -16.6448 -24.9923 -0.196 0.205 0.125 -0.1708
C -19.8713 -15.5841 -23.3949 1.043 -0.917 1.219 -0.5555
C -19.7805 -16.5902 -22.1808 -0.897 0.777 -0.824 0.0252
Br -19.6248 -15.6389 -20.4933 0.473 0.266 -0.082 -0.1735
H -20.5540 -14.7441 -23.2669 -0.373 -0.546 -0.050 0.4172
H -18.8855 -15.1476 -23.5553 -0.051 -0.078 0.009 0.3759
H -18.9641 -17.3039 -22.2909 0.000 0.318 0.024 0.2862
H -20.7074 -17.1381 -22.0112 0.135 0.017 -0.505 -0.2052
Br -18.8494 -20.2900 -21.7183 0.456 -0.403 0.263 -0.0012
C -17.0195 -20.6355 -21.0143 0.462 -0.182 -1.201 -0.5173
C -16.6333 -19.3380 -20.3650 0.439 -0.997 0.767 -0.5979
Br -14.8103 -19.4451 -19.4941 -1.067 -0.025 -0.606 -0.1792
H -16.4248 -20.8736 -21.8963 -0.084 0.041 0.047 0.4064
H -17.0119 -21.5037 -20.3553 -0.320 0.315 0.074 0.3177
H -17.3575 -19.3184 -19.5505 0.342 1.214 0.117 0.1627
H -16.5956 -18.5264 -21.0915 -0.169 0.048 0.533 0.4287
Br -22.7015 -18.8563 -22.9862 -0.297 0.113 0.167 -0.2219
C -23.4930 -19.8051 -21.4564 0.325 -1.594 -1.053 0.2643
C -22.3991 -20.7380 -20.8950 -0.513 -0.097 0.742 -0.3137
Br -22.0833 -22.4989 -21.9928 -0.174 2.122 0.779 -0.1069
H -24.2792 -20.4237 -21.8893 0.019 0.083 -0.094 -0.2126
H -24.0242 -19.0893 -20.8292 0.843 -0.080 0.356 0.2827
H -22.6577 -21.1198 -19.9074 -0.492 -0.236 -0.198 0.0719
H -21.4591 -20.2200 -20.7047 0.099 -0.238 -0.742 0.2380
C -27.4127 -19.2609 -25.0620 -0.206 2.133 -0.934 -0.5602
C -27.0563 -20.6585 -24.8802 -0.528 -2.356 -0.149 -0.7205
C -26.9840 -20.7856 -23.3596 0.656 0.920 -0.853 0.0762
O -26.5928 -19.4361 -22.9985 0.458 -1.355 3.199 -0.3568
C -26.4483 -18.6219 -24.0957 -0.445 0.176 -0.822 -0.3282
H -28.4552 -19.1566 -24.7611 -0.038 0.667 -0.116 0.2666
H -27.1846 -18.8324 -26.0380 -0.593 -0.303 -0.335 0.3422
H -26.1181 -20.8393 -25.4047 0.144 -0.481 0.324 0.2127
H -27.8284 -21.3475 -25.2226 0.182 -0.099 -0.449 0.3855
H -26.2937 -21.5767 -23.0668 0.499 0.407 0.237 -0.1068
H -27.9255 -21.0357 -22.8705 -0.254 0.250 -0.179 0.2893
H -25.4442 -18.6969 -24.5129 0.336 0.129 -0.095 0.1583
H -26.6348 -17.5793 -23.8380 -0.154 -0.080 0.152 0.2797
C -21.7665 -17.9505 -16.7525 -0.481 -0.290 2.090 -0.5389
C -23.3023 -17.9721 -16.7177 -0.377 0.587 -0.494 -0.7836
C -23.6578 -18.5233 -18.1351 -0.374 0.764 2.808 -0.0927
O -22.4265 -18.6322 -18.7127 2.316 -1.155 -3.600 -0.2424
C -21.3583 -17.8235 -18.1932 -1.383 0.206 1.748 -0.0727
H -21.4389 -18.9438 -16.4456 0.073 -0.117 0.148 0.1740
H -21.4665 -17.2881 -15.9404 0.676 0.412 -0.505 0.3983
H -23.7534 -16.9854 -16.6133 0.276 0.221 0.181 0.3364
H -23.6560 -18.5616 -15.8718 -0.107 -0.168 -0.224 0.3086
H -24.3067 -17.8442 -18.6882 -0.201 0.009 -0.054 0.4170
H -24.1396 -19.4808 -17.9372 0.134 -0.325 -0.899 -0.1082
H -21.3425 -16.7811 -18.5113 -0.281 -0.124 -0.516 0.0618
H -20.3749 -18.2746 -18.3258 -0.287 -0.191 -0.627 0.1145
C -27.3135 -22.2405 -19.7658 1.387 -1.185 -2.544 -0.0666
C -26.2476 -23.1732 -20.5007 0.395 -0.926 -0.531 -0.2491
C -25.0009 -23.1939 -19.6343 -0.126 0.380 0.584 0.1202
O -25.0356 -21.9267 -18.9571 -1.278 -1.823 0.117 -0.1331
C -26.5104 -21.6836 -18.7090 3.865 2.383 1.938 -0.6577
H -28.1359 -22.8154 -19.3401 -0.298 0.364 -0.728 0.4292
H -27.4631 -21.3786 -20.4161 -1.277 -0.562 -0.331 -0.0567
H -25.8193 -22.9150 -21.4692 -0.856 1.163 -0.243 0.0000
H -26.5514 -24.1903 -20.7484 -0.625 -0.153 0.553 0.3593
H -24.0888 -23.2605 -20.2275 -0.033 0.064 0.121 -0.3893
H -25.0067 -24.0303 -18.9355 0.036 -0.044 0.373 0.2314
H -26.2637 -20.6248 -18.7879 -1.781 0.542 0.512 0.3198
H -26.8656 -21.9607 -17.7164 0.588 -0.131 0.226 0.1747
```
Positions in Å, forces in eV/Å.

Properties
E_tot in Eh: -32057.00549
ΔE to the lowest compared entry with this formula, charge and spin in kJ/mol: 252.6
Multiplicity: 1
SMILES: C1CCOC1.C1CCOC1.C1CCOC1.BrCCBr.BrCCBr.BrCCBr.BrCCBr.BrCCBr.BrCCBr
F_max in Eh/bohr: 0.096
Gap between HOMO and LUMO in eV: 9.99
Molecular weight in g mol⁻¹: 1343.5

---

> Look up the E_tot of the second one.

-32057.00549 Eh

---

> Number 1 is which compound?

C24H48B3N3O10

---

> The lowest gap between HOMO and LUMO belongs to which entry?

C24H48B3N3O10